(1)
ORCA calculation (ωB97M-V with the def2-TZVPD basis set) on C9H8N2 in the gas phase at a distorted geometry.

Geometry as XYZ:
```
19
Properties=species:S:1:pos:R:3:lowdin_charge:R:1
N -0.271 -0.070 -2.574 0.12
N -0.560 1.738 1.108 0.06
C -0.032 0.561 1.067 -0.28
C 0.304 -0.196 2.271 0.02
C -0.285 0.548 -1.431 -0.27
C 0.178 -0.105 -0.212 -0.09
C 0.737 -1.410 -0.228 -0.02
C -0.855 1.892 -1.317 -0.02
C 0.785 -1.524 2.223 -0.10
C 1.050 -2.088 1.002 -0.10
C -0.904 2.432 -0.048 -0.12
H -0.794 0.255 -3.342 0.10
H 0.006 -1.097 -2.662 0.14
H -1.274 2.487 -2.126 0.10
H -1.438 3.356 0.192 0.10
H 1.027 -2.035 3.118 0.09
H 0.212 0.312 3.237 0.10
H 0.693 -1.955 -1.138 0.07
H 1.421 -3.101 0.863 0.10
```

The calculation puts the energy relative to the best compared isomer or geometry (same formula, charge and spin) at 0.880 eV. Its SMILES is Nc1ccnc2ccccc12. For the HOMO energy, the calculation gives -7.526 eV. The HOMO-LUMO gap is 0.2860 Eh.

=====

(2)
ORCA calculation (ωB97M-V with the def2-TZVPD basis set) on C9H8N2 in the gas phase at a distorted geometry.

Geometry as XYZ:
```
19
Properties=species:S:1:pos:R:3:lowdin_charge:R:1
N -0.672 0.423 0.039 -0.06
N 3.820 -1.396 0.005 0.16
C 2.927 -0.683 0.020 -0.25
C 0.237 -0.577 -0.034 -0.12
C -1.992 -0.312 0.236 -0.06
C 1.912 0.243 0.085 -0.08
C -0.075 -1.866 0.118 -0.03
C 0.662 2.365 -0.036 -0.09
C -1.582 -1.764 -0.138 -0.16
C -0.540 1.746 -0.127 -0.07
C 1.842 1.581 0.076 -0.08
H -2.129 -2.492 0.458 0.10
H 0.480 -2.705 -0.072 0.07
H -1.578 2.105 -0.165 0.14
H -2.664 -0.042 -0.546 0.11
H -2.304 -0.240 1.197 0.09
H -1.788 -1.988 -1.187 0.11
H 0.615 3.390 -0.061 0.07
H 2.829 2.212 0.133 0.16
```

The calculation puts the energy relative to the best compared isomer or geometry (same formula, charge and spin) at 4.153 eV. Its SMILES is N#CC1=CC=CN2CCC=C12. For the HOMO energy, the calculation gives -7.542 eV. The HOMO-LUMO gap is 0.2816 Eh.

=====

(3)
ORCA calculation (ωB97M-V with the def2-TZVPD basis set) on C9H8N2 in the gas phase at a distorted geometry.

Geometry as XYZ:
```
19
Properties=species:S:1:pos:R:3:lowdin_charge:R:1
N -1.063 -0.660 -0.793 0.13
N 1.656 -0.617 1.695 0.09
C 2.024 0.199 0.830 -0.14
C -0.012 -0.402 0.027 -0.21
C 1.093 0.425 -0.291 -0.17
C 0.319 -1.256 1.224 -0.25
C -0.679 -1.380 2.322 0.02
C -1.602 -1.813 3.122 -0.04
C -1.010 0.009 -1.896 -0.13
C 0.072 0.897 -2.460 -0.16
C 1.125 1.098 -1.475 -0.03
H 0.544 -2.277 0.793 0.17
H 0.422 0.425 -3.513 0.17
H 2.118 1.568 -1.541 0.12
H -0.442 1.768 -2.664 0.08
H -2.558 -2.479 2.851 0.10
H 3.080 0.666 0.975 0.15
H -1.931 -1.430 4.004 0.00
H -1.834 -0.144 -2.619 0.11
```

The calculation puts the energy relative to the best compared isomer or geometry (same formula, charge and spin) at 6.745 eV. For the HOMO energy (alpha / beta), the calculation gives -7.375 / -7.619 eV. The HOMO-LUMO gap (alpha / beta) is 0.2821 / 0.2590 Eh.

=====

(4)
ORCA calculation (ωB97M-V with the def2-TZVPD basis set) on C9H8N2O2 in the gas phase at a distorted geometry.

Geometry as XYZ:
```
21
Properties=species:S:1:pos:R:3:lowdin_charge:R:1
O -3.755 -2.165 -0.009 -0.04
O 2.735 -2.792 -0.088 -0.08
N 0.938 2.822 -0.031 0.12
N -0.716 1.321 -0.018 -0.02
C 2.371 -0.417 -0.064 0.03
C -0.252 3.430 0.151 -0.15
C 3.342 -1.500 0.163 -0.25
C -1.290 0.125 -0.249 0.00
C -1.724 -0.965 -0.090 0.05
C 1.614 0.509 -0.161 0.08
C 0.655 1.567 -0.125 -0.32
C -1.312 2.556 0.148 -0.02
C -2.366 -2.253 0.098 -0.29
H -0.354 4.501 0.071 0.10
H -1.915 -2.830 -0.708 0.12
H -2.387 2.618 0.230 0.12
H -2.015 -2.693 1.001 0.11
H 4.255 -1.289 -0.447 0.13
H -4.141 -3.024 0.230 0.10
H 3.688 -1.435 1.191 0.11
H 3.246 -3.506 0.333 0.09
```

The calculation puts the energy relative to the best compared isomer or geometry (same formula, charge and spin) at 5.991 eV. Its SMILES is OCC#Cc1nccn1C#CCO. For the HOMO energy, the calculation gives -8.436 eV. The HOMO-LUMO gap is 0.3303 Eh.

=====

(5)
ORCA calculation (ωB97M-V with the def2-TZVPD basis set) on 2 unconnected molecules or ions with the total composition C9H8N2OS at a distorted geometry.

Geometry as XYZ:
```
21
Properties=species:S:1:pos:R:3:lowdin_charge:R:1
S -1.033 3.781 0.066 0.60
O -3.403 0.370 -0.281 0.11
N -1.867 2.843 -0.879 -0.46
N 1.024 -0.558 -0.187 -0.02
C -2.257 0.054 -0.380 -0.39
C -1.452 -0.912 -1.249 0.03
C 2.947 -1.062 0.617 -0.10
C -0.147 -0.059 -0.841 -0.14
C 0.908 -0.401 1.161 -0.19
C -1.011 0.392 0.294 -0.17
C -0.402 0.070 1.478 0.10
C 2.185 -1.101 -0.530 -0.06
C 2.220 -0.606 1.698 0.00
H 4.027 -1.066 0.589 0.10
H 0.004 0.775 -1.567 0.17
H 2.335 -1.468 -1.475 0.10
H -0.679 0.114 2.463 0.10
H -2.603 2.292 -0.493 -0.07
H -1.770 -0.952 -2.315 0.13
H -1.427 -1.833 -0.846 0.09
H 2.399 -0.671 2.677 0.06
```

The calculation puts the energy relative to the best compared isomer or geometry (same formula, charge and spin) at 5.907 eV. Its SMILES is O=C1C[C@H]2C1=Cc1cccn12.N=S. For the HOMO energy (alpha / beta), the calculation gives -7.919 / -7.901 eV. The HOMO-LUMO gap (alpha / beta) is 0.2453 / 0.2454 Eh.

=====

(6)
ORCA calculation (ωB97M-V with the def2-TZVPD basis set) on a molecular structure, C9H8N3S at a distorted geometry.

Geometry as XYZ:
```
21
Properties=species:S:1:pos:R:3:lowdin_charge:R:1
S -1.102 -0.901 1.716 1.14
N 0.226 -2.683 -1.047 -0.04
N 0.104 -0.311 -0.387 -0.05
N 0.798 -1.900 -1.853 0.09
C -0.708 3.176 1.424 -0.06
C 0.779 -0.636 -1.568 -0.04
C -0.654 0.853 1.365 -0.33
C 0.472 -4.033 -0.736 -0.03
C 0.069 2.149 -0.503 -0.03
C -0.330 3.268 0.101 -0.05
C -0.301 -1.372 0.305 -0.27
C -0.092 0.947 0.110 -0.25
C -0.926 2.020 2.132 -0.02
H 1.299 -4.311 -1.353 0.10
H -0.009 4.233 -0.452 0.17
H 1.329 -0.011 -2.094 0.09
H 0.437 2.323 -1.526 0.14
H -0.960 1.982 3.218 0.13
H -0.381 -4.625 -1.113 0.11
H -0.775 4.065 1.974 0.11
H 0.725 -4.234 0.287 0.10
```

The calculation puts the energy relative to the best compared isomer or geometry (same formula, charge and spin) at 4.373 eV. For the HOMO energy, the calculation gives -12.843 eV. The HOMO-LUMO gap is 0.3019 Eh. As for the charge: +1.